Molecular formula: C48H43BrN2P3Pb
Method: DFT, ωB97M-V with the def2-TZVPD basis set

Summary:
- Charge: +1
- 2S+1: 1
- LUMO level: -2.7 eV
- Molecular weight: 1027.9 g mol⁻¹
- Gap between HOMO and LUMO: 0.2818 Eh
- Total energy: -156606.6704 eV
- HOMO level: -10.37 eV

CARTESIAN COORDINATES (ANGSTROEM)
1 Pb 0.144 -0.601 -1.096
2 N -0.655 2.394 0.421
3 P 0.799 2.306 -0.477
4 C 1.527 3.895 0.086
5 C 2.329 4.651 -0.767
6 C 2.867 5.851 -0.333
7 C 2.616 6.308 0.953
8 C 1.842 5.546 1.814
9 C 1.304 4.340 1.388
10 C 0.363 2.751 -2.202
11 C -0.823 3.383 -2.558
12 C -1.101 3.641 -3.892
13 C -0.197 3.270 -4.878
14 C 0.993 2.648 -4.528
15 C 1.272 2.386 -3.197
16 P -1.715 1.061 0.317
17 C -3.215 1.911 -0.287
18 C -3.736 1.668 -1.552
19 C -4.816 2.409 -2.011
20 C -5.370 3.398 -1.214
21 C -4.844 3.654 0.046
22 C -3.771 2.913 0.511
23 C -2.149 0.728 2.055
24 C -1.174 0.826 3.044
25 C -1.459 0.451 4.347
26 C -2.713 -0.050 4.665
27 C -3.693 -0.143 3.685
28 C -3.412 0.238 2.383
29 H -1.090 3.309 0.479
30 H 2.530 4.303 -1.772
31 H 3.489 6.432 -1.002
32 H 3.024 7.253 1.284
33 H 1.660 5.886 2.825
34 H 0.708 3.748 2.071
35 H -1.535 3.683 -1.798
36 H -2.024 4.137 -4.163
37 H -0.421 3.467 -5.918
38 H 1.702 2.359 -5.293
39 H 2.203 1.900 -2.923
40 H -3.289 0.909 -2.184
41 H -5.225 2.214 -2.994
42 H -6.215 3.973 -1.570
43 H -5.272 4.427 0.670
44 H -3.361 3.106 1.496
45 H -0.195 1.213 2.782
46 H -0.700 0.540 5.114
47 H -2.929 -0.365 5.677
48 H -4.677 -0.516 3.936
49 H -4.183 0.177 1.623
50 C 1.469 -4.371 2.033
51 C 1.206 -3.163 2.664
52 C 0.839 -2.053 1.917
53 C 0.740 -2.112 0.529
54 C 0.994 -3.341 -0.080
55 C 1.354 -4.463 0.655
56 H 1.748 -5.244 2.610
57 H 1.283 -3.090 3.741
58 H 0.615 -1.127 2.432
59 H 0.893 -3.443 -1.161
60 H 1.536 -5.403 0.149
61 Br -6.507 -3.126 0.560
62 C -4.738 -2.737 0.026
63 C -3.696 -2.851 0.930
64 C -2.430 -2.472 0.518
65 N -2.169 -2.002 -0.704
66 C -3.177 -1.952 -1.576
67 C -4.478 -2.304 -1.264
68 H -3.859 -3.204 1.938
69 H -1.594 -2.536 1.200
70 H -2.927 -1.605 -2.574
71 H -5.264 -2.227 -2.001
72 C 3.693 -1.947 -2.352
73 P 3.149 -0.581 -1.259
74 C 4.417 0.712 -1.608
75 C 5.384 0.578 -2.601
76 C 6.405 1.511 -2.713
77 C 6.462 2.601 -1.861
78 C 5.470 2.774 -0.907
79 C 4.459 1.835 -0.784
80 C 3.793 -1.057 0.392
81 C 4.670 -2.112 0.612
82 C 5.175 -2.346 1.884
83 C 4.823 -1.526 2.944
84 C 3.921 -0.492 2.739
85 C 3.401 -0.271 1.476
86 H 4.761 -2.133 -2.252
87 H 3.464 -1.683 -3.384
88 H 3.139 -2.848 -2.088
89 H 5.360 -0.255 -3.291
90 H 7.174 1.367 -3.461
91 H 7.276 3.310 -1.934
92 H 5.489 3.628 -0.243
93 H 3.716 1.968 -0.013
94 H 4.974 -2.766 -0.194
95 H 5.864 -3.166 2.044
96 H 5.251 -1.688 3.925
97 H 3.625 0.143 3.564
98 H 2.670 0.516 1.326



Molecular formula: C48H44AsIN2OPRh
Method: DFT, ωB97M-V with the def2-TZVPD basis set

Summary:
- Charge: +2
- 2S+1: 5
- LUMO level (spin up / spin down): -5.0 / -7.5 eV
- Molecular weight: 1000.6 g mol⁻¹
- Gap between HOMO and LUMO (spin up / spin down): 0.2761 / 0.2055 Eh
- Total energy: -136739.3054 eV
- HOMO level (spin up / spin down): -12.54 / -13.14 eV
- ΔE to the lowest compared entry with this formula, charge and spin: 0.9224 eV
- Expectation value of S²: 6.01

CARTESIAN COORDINATES (ANGSTROEM)
1 Rh 0.459 0.904 0.191
2 I -2.158 2.878 0.083
3 C -4.105 2.655 0.766
4 C -4.839 3.802 0.784
5 C -6.207 3.748 1.139
6 C -6.773 2.547 1.422
7 C -6.010 1.349 1.408
8 C -6.648 0.111 1.663
9 C -5.947 -1.054 1.634
10 C -4.558 -1.019 1.403
11 C -3.883 0.153 1.176
12 P -2.058 0.031 1.038
13 C -1.432 -0.579 2.628
14 C -0.099 -0.316 2.984
15 C 0.379 -0.606 4.246
16 C -0.472 -1.189 5.181
17 C -1.790 -1.458 4.847
18 C -2.277 -1.136 3.587
19 C -1.835 -1.049 -0.406
20 C -1.994 -2.437 -0.347
21 C -2.029 -3.180 -1.508
22 C -1.887 -2.556 -2.750
23 C -1.682 -1.192 -2.816
24 C -1.659 -0.437 -1.642
25 C -4.621 1.379 1.119
26 H -4.396 4.750 0.511
27 H -6.790 4.658 1.156
28 H -7.827 2.480 1.660
29 H -7.712 0.112 1.862
30 H -6.439 -2.001 1.800
31 H -4.021 -1.960 1.429
32 H 0.581 0.166 2.273
33 H 1.397 -0.355 4.513
34 H -0.109 -1.417 6.175
35 H -2.458 -1.900 5.574
36 H -3.322 -1.315 3.377
37 H -2.061 -2.945 0.609
38 H -2.161 -4.252 -1.449
39 H -1.936 -3.143 -3.658
40 H -1.559 -0.696 -3.770
41 H -1.562 0.639 -1.734
42 C 0.478 4.181 3.204
43 C 1.076 5.214 2.490
44 C 1.474 5.010 1.179
45 C 1.289 3.764 0.574
46 C 0.677 2.730 1.280
47 C 0.265 2.954 2.592
48 C 1.694 3.512 -0.832
49 C 2.569 4.388 -1.520
50 C 2.952 4.090 -2.789
51 C 2.482 2.909 -3.406
52 C 2.875 2.520 -4.710
53 C 2.421 1.350 -5.249
54 C 1.545 0.530 -4.502
55 C 1.145 0.893 -3.247
56 C 1.618 2.087 -2.669
57 N 1.233 2.406 -1.387
58 H 0.159 4.338 4.226
59 H 1.223 6.180 2.953
60 H 1.910 5.834 0.632
61 H -0.248 2.186 3.153
62 H 2.942 5.272 -1.028
63 H 3.633 4.740 -3.325
64 H 3.543 3.164 -5.267
65 H 2.726 1.050 -6.242
66 H 1.189 -0.399 -4.928
67 H 0.473 0.259 -2.678
68 C 0.756 -4.555 0.419
69 C 0.806 -3.308 1.262
70 N 1.040 -3.484 2.580
71 O 0.664 -2.184 0.796
72 H -0.016 -5.235 0.782
73 H 1.712 -5.080 0.474
74 H 0.567 -4.287 -0.615
75 H 1.128 -4.403 2.977
76 H 1.021 -2.688 3.197
77 C 4.103 0.864 -1.000
78 As 2.831 -0.149 0.051
79 C 3.598 0.046 1.815
80 C 3.433 -1.949 -0.333
81 C 2.956 -2.633 -1.587
82 C 1.772 -2.314 -2.236
83 C 1.386 -3.004 -3.381
84 C 2.175 -4.029 -3.883
85 C 3.358 -4.361 -3.232
86 C 3.743 -3.664 -2.098
87 H 3.953 0.661 -2.059
88 H 5.103 0.547 -0.705
89 H 3.990 1.930 -0.810
90 H 3.001 -0.496 2.547
91 H 3.628 1.103 2.076
92 H 4.611 -0.356 1.804
93 H 3.207 -2.540 0.556
94 H 4.520 -1.829 -0.363
95 H 1.120 -1.548 -1.830
96 H 0.457 -2.743 -3.878
97 H 1.875 -4.565 -4.773
98 H 3.984 -5.157 -3.613
99 H 4.673 -3.921 -1.603



Molecular formula: C48H44BrF10N2O5PS
Method: DFT, ωB97M-V with the def2-TZVPD basis set

Summary:
- 2S+1: 1
- LUMO level: -2.4 eV
- Molecular weight: 1061.8 g mol⁻¹
- SMILES: [H]/N=C(/C)Cc1c(CCCCn2cccc2)c(CCCC(F)(F)C(F)(F)F)c([C@H](Br)CC)c2c1C(=O)c1c([PH2]=O)cc(S(=O)(=O)C(F)(F)F)c(C#C)c1C2=O.Fc1ccccc1.Fc1ccccc1
- Gap between HOMO and LUMO: 0.2107 Eh
- Total energy: -181023.4891 eV
- HOMO level: -8.15 eV

CARTESIAN COORDINATES (ANGSTROEM)
1 H 0.863 0.897 -6.696
2 N 0.172 1.546 -6.263
3 C 0.071 1.297 -4.944
4 C -0.928 2.242 -4.107
5 C 0.983 0.098 -4.306
6 C 1.182 0.240 -2.712
7 C 2.516 0.893 -2.097
8 C 3.654 1.412 -3.126
9 C 3.582 3.000 -3.448
10 C 2.377 3.783 -2.717
11 C 2.442 5.384 -3.012
12 N 1.783 6.215 -1.958
13 C 0.937 5.808 -0.827
14 C 0.440 6.949 0.129
15 C 1.067 8.234 -0.560
16 C 1.857 7.698 -1.827
17 C 2.668 1.043 -0.511
18 C 4.059 1.750 -0.011
19 C 5.104 0.661 0.575
20 C 6.437 0.458 -0.318
21 C 7.545 -0.226 0.672
22 F 8.700 -0.657 -0.072
23 F 7.992 0.736 1.670
24 C 6.950 -1.509 1.455
25 F 6.386 -1.168 2.753
26 F 8.085 -2.379 1.752
27 F 6.055 -2.320 0.664
28 C 1.543 0.543 0.521
29 C 1.759 0.675 2.108
30 Br 1.456 -1.065 3.098
31 C 0.981 1.924 2.798
32 C 0.791 3.139 1.750
33 C 0.227 -0.078 -0.129
34 C 0.032 -0.253 -1.715
35 C -1.336 -0.949 -2.263
36 O -1.896 -0.660 -3.371
37 C -2.044 -2.056 -1.294
38 C -2.857 -3.296 -1.833
39 P -3.116 -3.637 -3.675
40 O -3.699 -5.077 -3.821
41 C -3.516 -4.289 -0.805
42 C -3.428 -4.116 0.789
43 S -4.330 -5.385 1.792
44 O -5.812 -5.072 1.746
45 O -4.158 -6.718 1.047
46 C -3.649 -5.667 3.507
47 F -2.227 -5.620 3.614
48 F -4.161 -6.951 3.971
49 F -4.299 -4.688 4.371
50 C -2.620 -2.875 1.332
51 C -2.498 -2.604 2.892
52 C -2.158 -2.448 4.165
53 C -1.927 -1.878 0.295
54 C -1.040 -0.592 0.761
55 O -1.339 0.069 1.807
56 H -0.557 2.480 -3.028
57 H -0.990 3.247 -4.685
58 H -2.023 1.839 -4.072
59 H 1.966 -0.061 -4.893
60 H 0.366 -0.881 -4.466
61 H 3.703 0.821 -4.109
62 H 4.680 1.233 -2.597
63 H 4.574 3.525 -3.127
64 H 3.555 3.110 -4.611
65 H 2.487 3.660 -1.578
66 H 1.367 3.411 -3.130
67 H 3.573 5.671 -2.993
68 H 2.046 5.626 -4.069
69 H 0.696 4.693 -0.715
70 H -0.235 6.824 1.054
71 H 0.929 9.322 -0.191
72 H 2.415 8.432 -2.537
73 H 3.734 2.408 0.899
74 H 4.494 2.479 -0.784
75 H 4.499 -0.329 0.711
76 H 5.423 1.020 1.628
77 H 6.252 -0.264 -1.218
78 H 6.834 1.437 -0.786
79 H 2.896 0.891 2.265
80 H 1.694 2.308 3.641
81 H 0.015 1.598 3.339
82 H 1.769 3.289 1.130
83 H -0.067 2.994 1.001
84 H 0.674 4.119 2.368
85 H -4.069 -2.680 -4.196
86 H -1.907 -3.520 -4.436
87 H -4.139 -5.182 -1.219
88 H -1.841 -1.975 5.177
89 F -4.368 -9.717 9.027
90 C -4.224 -10.059 7.738
91 C -4.199 -11.401 7.387
92 C -4.054 -11.755 6.049
93 C -3.926 -10.764 5.077
94 C -3.948 -9.420 5.441
95 C -4.103 -9.065 6.778
96 H -4.292 -12.158 8.157
97 H -4.041 -12.802 5.763
98 H -3.809 -11.042 4.034
99 H -3.843 -8.648 4.684
100 H -4.131 -8.023 7.078
101 F -2.172 4.424 -3.442
102 C -2.897 5.161 -2.583
103 C -2.287 6.195 -1.889
104 C -3.039 6.961 -1.004
105 C -4.390 6.678 -0.814
106 C -4.992 5.633 -1.512
107 C -4.243 4.874 -2.407
108 H -1.233 6.396 -2.043
109 H -2.572 7.778 -0.461
110 H -4.975 7.273 -0.119
111 H -6.043 5.411 -1.361
112 H -4.696 4.063 -2.965



Molecular formula: C48H44F5N4O2S4W
Method: DFT, ωB97M-V with the def2-TZVPD basis set

Summary:
- Charge: +3
- 2S+1: 3
- LUMO level (spin up / spin down): -8.2 / -8.8 eV
- Molecular weight: 1116.0 g mol⁻¹
- Gap between HOMO and LUMO (spin up / spin down): 0.2685 / 0.2513 Eh
- Total energy: -119269.0909 eV
- HOMO level (spin up / spin down): -15.54 / -15.65 eV
- Expectation value of S²: 2.01

CARTESIAN COORDINATES (ANGSTROEM)
1 W 0.380 1.444 0.110
2 N -0.956 0.488 -0.990
3 S -1.242 -0.709 -1.830
4 N -1.135 -2.164 -1.122
5 S -1.449 -2.479 0.361
6 N -0.252 -2.540 1.367
7 S 0.981 -1.561 1.514
8 N 0.857 -0.112 1.094
9 C 2.304 -2.334 0.644
10 C 3.488 -1.612 0.527
11 C 4.550 -2.188 -0.145
12 C 4.420 -3.465 -0.686
13 C 3.232 -4.171 -0.556
14 C 2.156 -3.610 0.117
15 C 1.356 -1.630 3.230
16 C 1.426 -2.879 3.840
17 C 1.753 -2.933 5.183
18 C 2.003 -1.759 5.887
19 C 1.934 -0.525 5.256
20 C 1.613 -0.448 3.908
21 C -2.711 -1.464 1.045
22 C -2.516 -0.836 2.267
23 C -3.557 -0.086 2.794
24 C -4.760 0.013 2.107
25 C -4.940 -0.636 0.889
26 C -3.914 -1.388 0.347
27 C -2.048 -4.130 0.367
28 C -2.354 -4.694 1.603
29 C -2.855 -5.981 1.624
30 C -3.043 -6.678 0.432
31 C -2.734 -6.093 -0.787
32 C -2.234 -4.799 -0.833
33 C -2.873 -0.616 -2.484
34 C -3.618 0.528 -2.251
35 C -4.910 0.588 -2.758
36 C -5.425 -0.481 -3.477
37 C -4.657 -1.621 -3.706
38 C -3.369 -1.696 -3.210
39 C -0.183 -0.974 -3.217
40 C 0.990 -1.700 -3.041
41 C 1.864 -1.816 -4.109
42 C 1.560 -1.215 -5.325
43 C 0.386 -0.490 -5.481
44 C -0.496 -0.355 -4.420
45 H 3.580 -0.620 0.954
46 H 5.481 -1.648 -0.245
47 H 5.256 -3.913 -1.207
48 H 3.142 -5.167 -0.969
49 H 1.232 -4.163 0.235
50 H 1.236 -3.789 3.283
51 H 1.816 -3.890 5.684
52 H 2.258 -1.811 6.937
53 H 2.137 0.378 5.815
54 H 1.568 0.499 3.389
55 H -1.591 -0.942 2.816
56 H -3.437 0.403 3.751
57 H -5.572 0.589 2.531
58 H -5.886 -0.566 0.369
59 H -4.055 -1.914 -0.591
60 H -2.211 -4.143 2.526
61 H -3.104 -6.445 2.568
62 H -3.438 -7.685 0.460
63 H -2.882 -6.642 -1.707
64 H -1.983 -4.331 -1.776
65 H -3.198 1.349 -1.685
66 H -5.509 1.474 -2.597
67 H -6.432 -0.427 -3.870
68 H -5.064 -2.443 -4.279
69 H -2.754 -2.569 -3.399
70 H 1.211 -2.187 -2.099
71 H 2.777 -2.385 -3.998
72 H 2.242 -1.317 -6.159
73 H 0.152 -0.033 -6.434
74 H -1.417 0.203 -4.542
75 C 4.659 3.512 4.350
76 C 3.807 3.740 3.106
77 C 2.348 3.958 3.497
78 S 1.155 3.827 2.162
79 O 1.629 2.568 1.347
80 C 1.620 5.243 1.144
81 C 0.812 6.474 1.553
82 C -0.644 6.401 1.114
83 H 5.704 3.382 4.074
84 H 4.340 2.617 4.888
85 H 4.602 4.357 5.037
86 H 3.885 2.889 2.428
87 H 4.176 4.612 2.565
88 H 2.165 4.967 3.885
89 H 2.013 3.258 4.265
90 H 1.397 4.935 0.122
91 H 2.696 5.377 1.239
92 H 1.304 7.330 1.088
93 H 0.895 6.649 2.630
94 H -0.726 6.444 0.028
95 H -1.217 7.230 1.528
96 H -1.126 5.480 1.451
97 F 1.282 3.916 -6.398
98 C 1.059 3.661 -5.124
99 C 1.755 2.640 -4.494
100 F 2.651 1.932 -5.165
101 C 1.502 2.365 -3.165
102 F 2.148 1.377 -2.535
103 C 0.587 3.118 -2.446
104 O 0.398 2.862 -1.129
105 C -0.094 4.147 -3.076
106 F -0.962 4.876 -2.383
107 C 0.131 4.415 -4.417
108 F -0.528 5.387 -5.016